{"formula": "C21H70N8O14", "method": "the ωB97M-V functional and the def2-TZVPD basis", "species": ["C", "C", "O", "H", "H", "H", "H", "H", "H", "C", "C", "O", "H", "H", "H", "H", "H", "H", "C", "C", "O", "H", "H", "H", "H", "H", "H", "C", "C", "O", "H", "H", "H", "H", "H", "H", "C", "C", "O", "H", "H", "H", "H", "H", "H", "C", "C", "O", "H", "H", "H", "H", "H", "H", "C", "C", "O", "H", "H", "H", "H", "H", "H", "C", "O", "N", "N", "H", "H", "H", "H", "C", "O", "N", "N", "H", "H", "H", "H", "C", "O", "N", "N", "H", "H", "H", "H", "C", "O", "N", "N", "H", "H", "H", "H", "C", "O", "H", "H", "H", "H", "C", "O", "H", "H", "H", "H", "C", "O", "H", "H", "H", "H"], "coordinates": [[0.64616, 4.50211, -2.92832], [1.18523, 3.09999, -3.09900], [2.36517, 3.02617, -2.37207], [1.34095, 5.36296, -3.30312], [0.31661, 4.64599, -1.89934], [-0.21668, 4.68722, -3.53179], [1.39897, 3.10927, -4.17863], [0.47320, 2.33716, -2.77261], [2.62727, 2.13840, -2.32628], [0.27280, -1.01023, 0.56052], [1.19209, 0.09337, 0.25555], [0.54645, 0.79963, -0.70528], [-0.65369, -0.69780, 1.02429], [0.56711, -1.66793, 1.33922], [0.06919, -1.73413, -0.22706], [2.18670, -0.28823, -0.02273], [1.39803, 0.69711, 1.09033], [0.53321, 1.70963, -0.31324], [2.98591, -0.01717, 3.56545], [1.77470, 0.51835, 4.38734], [0.76256, 0.79636, 3.43228], [3.26343, 0.58298, 2.73159], [2.81612, -0.94423, 3.03542], [3.76753, -0.35077, 4.14063], [2.07753, 1.40763, 4.95541], [1.44136, -0.37648, 5.03983], [0.18180, -0.00487, 3.29788], [-0.52858, -6.38050, -1.12645], [-1.09260, -5.00483, -1.63000], [-2.49128, -4.87647, -1.40103], [-0.94226, -7.20706, -1.76474], [-0.69146, -6.71772, -0.08356], [0.53605, -6.40498, -1.22926], [-0.93552, -4.88559, -2.71885], [-0.42301, -4.21874, -1.16648], [-2.88550, -5.40804, -2.16936], [4.22692, 2.04740, -0.55901], [5.16156, 1.33742, 0.38517], [6.18250, 0.73294, -0.26602], [3.50314, 1.31542, -1.02707], [4.87987, 2.65693, -1.25892], [3.57097, 2.63822, 0.01109], [4.60693, 0.58158, 0.95937], [5.59055, 1.93699, 1.21370], [6.73655, 1.41620, -0.49529], [-1.52449, 0.09588, 5.59232], [-1.97994, -0.67524, 4.42786], [-1.06559, -1.11255, 3.49438], [-1.20040, 1.11336, 5.41429], [-0.74071, -0.39536, 6.09153], [-2.34612, 0.34809, 6.27103], [-2.91784, -0.19274, 3.96486], [-2.37336, -1.68382, 4.68390], [-1.43430, -1.89396, 3.11356], [-2.36006, 3.55343, -2.20924], [-3.67194, 2.93318, -1.77791], [-3.50783, 1.57187, -1.97873], [-1.63627, 3.30304, -1.50786], [-2.40236, 4.61782, -2.14252], [-1.97665, 3.17734, -3.21119], [-4.44916, 3.43476, -2.35304], [-3.84357, 3.18942, -0.75503], [-4.26348, 1.31535, -2.47459], [-1.44682, -1.37339, -2.65650], [-0.20609, -1.82868, -3.04830], [-2.61989, -1.85576, -3.03201], [-1.64247, -0.44608, -1.75130], [-2.54162, -2.80658, -3.49053], [-3.53941, -1.71124, -2.55827], [-0.82037, 0.03146, -1.42192], [-2.41499, 0.22074, -1.74107], [-4.07743, -1.71528, 0.80781], [-5.06886, -1.39412, 1.66764], [-3.27375, -0.79846, 0.40370], [-3.96391, -2.95849, 0.36018], [-3.32054, 0.12613, 0.80979], [-2.51662, -0.93349, -0.35486], [-4.44294, -3.64907, 0.91616], [-3.19506, -3.28876, -0.26558], [1.11076, 3.92862, 1.38352], [0.55088, 3.23562, 0.37482], [1.59300, 5.11717, 1.32916], [1.04171, 3.47780, 2.63062], [1.54214, 5.55280, 0.40132], [2.27619, 5.44781, 1.96787], [0.79211, 2.48952, 2.81840], [1.20305, 4.04858, 3.46033], [1.66649, 0.25579, -4.16577], [0.36545, 0.53586, -4.52386], [2.14871, -0.00874, -2.98695], [2.65003, 0.41492, -4.98640], [1.50255, 0.04033, -2.17023], [3.18471, -0.07700, -2.85078], [2.47697, 0.80277, -5.93888], [3.60693, 0.04271, -4.79520], [2.19829, -3.09756, -1.26214], [3.43979, -2.94202, -1.88559], [1.66898, -4.03805, -1.62439], [1.60728, -2.19666, -1.45100], [2.29562, -3.13129, -0.18640], [3.29012, -2.94640, -2.86682], [-1.21822, -3.87599, 2.09878], [-2.17671, -3.62448, 3.07200], [-1.31354, -3.22690, 1.20294], [-1.47171, -4.92025, 1.72401], [-0.19299, -3.66742, 2.57075], [-2.91329, -4.16591, 2.80591], [-2.13752, 2.03323, 1.10277], [-3.50357, 1.75520, 1.37166], [-1.48883, 1.89777, 1.97460], [-1.83514, 3.02561, 0.74985], [-1.79472, 1.28377, 0.33577], [-3.70521, 2.23230, 2.18124]], "atomic_forces_ev_per_a": [[0.586, 1.708, 0.111], [-0.354, 1.689, -1.116], [0.438, 1.802, 0.437], [-0.637, -1.750, 1.024], [0.310, 0.356, 0.142], [-0.757, -0.294, -0.506], [-0.120, -1.113, 0.077], [-0.015, 0.128, -0.449], [0.447, -1.801, -0.048], [-0.864, -2.003, 1.477], [0.959, -2.184, 0.461], [0.036, 2.775, -1.330], [-0.469, 0.638, -0.512], [1.258, -0.629, 1.029], [-0.065, 0.572, -0.546], [-0.010, -0.050, -0.537], [0.028, 0.802, 1.388], [-0.175, 0.251, -0.853], [-1.930, -0.267, -0.434], [0.686, -2.777, -1.082], [-0.714, 0.100, 0.358], [0.496, 1.256, -0.145], [-1.203, -0.554, -0.059], [2.347, 0.091, 1.697], [-0.468, -0.237, -0.038], [0.429, 1.778, -0.466], [0.416, 0.641, 0.186], [-1.181, -0.628, -0.840], [1.826, -0.670, 0.478], [-0.574, -0.919, -1.503], [0.364, 0.623, 0.473], [-0.434, 0.853, -0.374], [0.780, 0.104, -0.366], [0.345, -0.220, 0.483], [-1.569, -0.312, -0.221], [0.474, 1.216, 1.911], [0.767, -0.698, -0.600], [-1.730, 0.039, 2.204], [0.032, -3.355, -0.373], [1.403, 0.620, 0.085], [-1.371, -0.634, 0.441], [-0.809, 1.375, 0.547], [0.035, -0.163, -0.344], [-0.404, 0.554, -0.450], [2.366, 2.055, -1.151], [-0.325, 1.552, 0.449], [-4.438, -1.593, -0.294], [2.493, 1.703, -0.961], [0.525, 0.190, -0.825], [0.949, -0.677, 0.983], [-0.138, -0.895, 0.031], [1.465, -0.246, 0.175], [-0.509, 0.893, 1.222], [-0.422, -0.774, -0.480], [-0.345, -0.250, -1.530], [1.485, 2.134, -0.771], [-0.587, -0.759, 0.227], [1.594, -0.750, 1.285], [-0.113, 0.946, -0.431], [-0.817, 0.618, 1.094], [-0.484, -0.678, -0.259], [-0.277, -0.164, 0.902], [-0.891, -0.941, -0.570], [5.665, -2.042, -1.512], [-6.490, 1.580, 2.178], [-2.194, -4.192, -2.571], [1.307, 2.540, 1.538], [-0.310, 1.874, 0.560], [1.699, 0.116, -0.313], [0.519, 0.135, -0.081], [-0.108, -0.426, -0.745], [-5.790, 1.464, 4.875], [3.709, -1.699, -2.907], [3.557, 1.275, -2.451], [1.080, -2.219, -1.241], [-0.730, -0.267, 0.123], [-1.497, -0.101, 1.718], [-0.153, 0.099, -0.358], [-1.085, 0.423, 0.883], [-3.913, -5.179, -2.023], [2.482, 3.003, 3.498], [0.841, 3.754, -3.377], [-0.207, -2.069, 1.757], [0.347, -0.163, 0.703], [0.280, 0.161, 0.407], [0.122, 0.582, -0.214], [0.030, -0.125, -0.817], [-7.736, 2.143, -1.659], [6.315, -1.392, 1.872], [0.236, -0.933, 4.556], [3.686, 0.603, -5.431], [0.835, -0.283, -0.988], [-1.832, 0.040, 0.055], [0.113, -0.835, 1.416], [-1.526, 0.687, -0.346], [-1.309, -0.251, -0.595], [0.835, -0.197, -1.482], [0.441, 1.167, 0.458], [-0.393, -0.527, -0.298], [0.525, -0.330, 0.328], [0.103, 0.048, 1.479], [1.267, -0.985, -1.130], [-0.461, 0.565, 0.775], [-0.010, -0.036, 0.474], [1.493, 0.954, 0.288], [-1.295, -0.918, -0.877], [-0.785, 0.226, 0.327], [1.474, -0.844, -0.660], [0.435, 1.088, 0.172], [-0.201, -0.354, 0.180], [-0.832, 0.039, -0.220], [-0.271, 0.920, 0.701], [-0.404, -0.198, 0.064]], "relative_energy_ev": 1.8860, "lumo_energy_ev": 0.26, "homo_lumo_gap_ev": 8.49}

{"formula": "C2H3N3O", "method": "the ωB97M-V functional and the def2-TZVPD basis", "species": ["C", "C", "N", "O", "N", "N", "H", "H", "H"], "coordinates": [[-1.17528, 0.10843, 0.03612], [0.31329, -0.04745, 0.10449], [0.75025, -1.26117, 0.65961], [1.82099, -1.70973, 0.30643], [1.84952, 1.65522, -0.75305], [1.12896, 0.84816, -0.40707], [-1.45840, 1.05297, -0.42952], [-1.60876, -0.70929, -0.55270], [-1.62057, 0.06286, 1.03568]], "atomic_forces_ev_per_a": [[-0.261, 0.155, 0.016], [-0.413, -0.231, 0.274], [0.210, -0.027, -0.664], [0.195, 0.463, 0.299], [-1.096, -1.455, 0.523], [1.122, 0.877, -0.443], [0.025, -0.041, 0.056], [0.081, 0.206, 0.072], [0.138, 0.054, -0.135]], "relative_energy_ev": 4.1773, "lumo_energy_ev": [-0.40, -0.40], "homo_lumo_gap_ev": [8.68, 8.68]}

{"formula": "C24H23Br2IrN3O2", "method": "the ωB97M-V functional and the def2-TZVPD basis", "species": ["Ir", "C", "C", "C", "C", "C", "C", "C", "C", "N", "C", "O", "C", "C", "C", "C", "C", "N", "C", "O", "N", "C", "C", "C", "C", "C", "C", "C", "C", "H", "H", "H", "H", "H", "H", "H", "H", "H", "H", "H", "H", "H", "H", "H", "H", "H", "H", "H", "H", "H", "Br", "C", "Br", "H", "H"], "coordinates": [[-0.50878, 0.43199, 0.10348], [-0.22571, -1.79426, -3.42463], [-1.18562, -0.66251, -3.66440], [-2.15604, -0.78993, -4.63854], [-3.07808, 0.22485, -4.86367], [-3.02798, 1.39252, -4.12204], [-2.08461, 1.56673, -3.11931], [-1.98291, 2.89778, -2.43238], [-1.18246, 0.51390, -2.87938], [-0.25423, 0.61287, -1.82473], [1.13588, 0.63210, -2.26798], [1.44456, 0.90264, -3.38738], [2.12169, 0.30749, -1.18495], [3.48573, 0.12601, -1.31257], [4.18677, -0.28195, -0.17824], [3.52760, -0.52695, 1.02444], [2.16183, -0.31085, 1.06104], [1.53765, 0.11973, -0.01739], [1.20660, -0.59277, 2.19190], [1.56597, -1.01596, 3.25348], [-0.15238, -0.35401, 1.84707], [-1.11286, -0.59718, 2.89795], [-1.22476, 0.33951, 3.93094], [-0.20998, 1.42142, 4.17562], [-2.28063, 0.18555, 4.82156], [-3.15544, -0.88480, 4.72324], [-2.94280, -1.86062, 3.76605], [-1.89812, -1.74862, 2.85422], [-1.55195, -2.92777, 1.98557], [-0.64484, -2.72465, -3.80179], [-0.01049, -1.93812, -2.36363], [0.71608, -1.62020, -3.94749], [-2.20022, -1.69931, -5.22317], [-3.82665, 0.10972, -5.63616], [-3.71179, 2.20220, -4.34158], [-2.37174, 3.67546, -3.08694], [-0.95596, 3.15104, -2.17927], [-2.56781, 2.92896, -1.51109], [3.96859, 0.28522, -2.26632], [5.25492, -0.43782, -0.24148], [4.04073, -0.88391, 1.90616], [0.21604, 1.82820, 3.26083], [0.61593, 1.01899, 4.76630], [-0.65586, 2.24116, 4.73557], [-2.40288, 0.91371, 5.61332], [-3.97490, -0.97950, 5.42273], [-3.57397, -2.73979, 3.73378], [-2.44549, -3.42206, 1.60919], [-1.00312, -3.65321, 2.59063], [-0.92120, -2.66927, 1.13830], [-2.73529, -1.42604, -0.78984], [-2.56950, 0.28604, 0.06427], [-0.85660, 2.62733, 0.87493], [-3.00388, 0.22036, 1.05793], [-3.07317, 1.03218, -0.53933]], "atomic_forces_ev_per_a": [[0.179, 0.381, -0.126], [0.024, 0.058, 0.016], [-0.042, 0.092, 0.146], [-0.081, 0.080, -0.042], [0.026, -0.020, 0.017], [-0.007, -0.055, -0.051], [0.143, -0.090, -0.026], [0.003, -0.026, 0.074], [-0.282, -0.218, -0.249], [0.246, -0.195, 0.475], [-0.053, 0.132, 0.079], [0.000, -0.013, 0.000], [-0.037, -0.003, -0.021], [-0.012, -0.010, 0.000], [0.002, -0.011, -0.010], [-0.030, 0.006, 0.012], [-0.047, -0.017, 0.030], [-0.002, 0.079, 0.024], [0.117, -0.092, -0.052], [-0.051, 0.051, -0.001], [-0.043, -0.168, -0.249], [-0.070, -0.194, -0.172], [-0.131, 0.092, -0.001], [-0.032, 0.004, -0.072], [0.020, -0.038, 0.017], [0.029, 0.011, -0.001], [0.020, -0.003, -0.002], [0.020, -0.108, 0.033], [0.038, -0.038, 0.009], [0.011, -0.013, -0.001], [-0.001, -0.001, 0.004], [0.028, -0.005, -0.002], [0.002, -0.006, -0.019], [-0.001, -0.002, 0.000], [-0.015, 0.001, -0.001], [0.004, 0.010, 0.007], [0.029, 0.000, 0.001], [-0.006, 0.017, 0.035], [0.018, -0.008, 0.002], [0.009, 0.007, 0.003], [0.023, -0.004, -0.005], [0.015, 0.008, -0.054], [-0.017, -0.013, 0.004], [0.007, 0.020, -0.008], [-0.001, 0.000, 0.011], [-0.012, 0.006, -0.005], [-0.008, -0.004, 0.003], [0.001, 0.010, -0.014], [-0.005, -0.002, 0.011], [-0.017, 0.004, -0.006], [0.016, -0.075, 0.119], [-0.016, 0.349, 0.272], [0.051, 0.095, -0.117], [-0.036, -0.028, -0.024], [-0.026, -0.055, -0.073]], "lumo_energy_ev": [-6.52, -6.35], "homo_lumo_gap_ev": [5.07, 5.23], "charge": 1}